(1)
Computed, not measured: C26H29AsCoF6N2O3P2 as an isolated structure in a non-equilibrium geometry, with ωB97M-V with the def2-TZVPD basis set.

Calculated values
total energy = -169903.87867 eV
ΔE to the lowest compared entry with this formula, charge and spin = 0.430 eV
LUMO energy (spin up / spin down) = -5.41 / -3.66 eV
gap between HOMO and LUMO (spin up / spin down) = 6.62 / 8.37 eV

```
! RIJCOSX wB97M-V def2-TZVPD def2/J DEFGRID3
* xyz 1 3
Co 0.670 -0.455 0.285
O 1.184 -2.409 3.638
C 0.531 -1.629 2.990
O 0.781 -1.352 1.749
C -0.669 -0.940 3.608
C -1.047 -1.352 4.883
C -2.137 -0.774 5.507
C -2.865 0.217 4.864
C -2.494 0.635 3.598
C -1.390 0.063 2.965
P -0.950 0.712 1.326
C -0.455 2.430 1.604
C -0.068 2.903 2.859
C 0.369 4.211 2.982
C 0.441 5.040 1.872
C 0.056 4.572 0.625
C -0.390 3.271 0.490
C -2.511 0.688 0.404
C -3.257 1.820 0.095
C -4.400 1.689 -0.676
C -4.800 0.443 -1.130
C -4.086 -0.693 -0.777
C -2.944 -0.572 -0.011
H -0.471 -2.130 5.363
H -2.422 -1.101 6.495
H -3.710 0.678 5.352
H -3.050 1.410 3.088
H -0.114 2.263 3.731
H 0.678 4.582 3.947
H 0.797 6.054 1.978
H 0.124 5.205 -0.247
H -0.684 2.897 -0.481
H -2.954 2.794 0.450
H -4.973 2.566 -0.930
H -5.672 0.353 -1.758
H -4.417 -1.667 -1.102
H -2.368 -1.445 0.271
F 0.579 0.649 -1.261
As 0.727 1.724 -3.010
F 1.237 2.983 -1.952
F 2.376 1.196 -3.141
F 0.778 2.646 -4.429
F 0.270 0.223 -3.791
F -0.954 2.028 -2.702
C 4.747 0.655 -1.307
P 3.824 -0.898 -1.093
C 4.990 -2.086 -0.350
C 3.308 -1.602 -2.699
O 2.642 -0.698 -0.177
H 5.432 0.584 -2.147
H 5.301 0.843 -0.388
H 4.050 1.474 -1.472
H 5.756 -2.363 -1.071
H 4.442 -2.969 -0.031
H 5.458 -1.635 0.522
H 4.021 -1.374 -3.486
H 2.341 -1.180 -2.961
H 3.208 -2.680 -2.595
C -1.025 -3.494 -4.057
N -0.537 -3.174 -2.743
C 0.153 -4.008 -1.915
C 0.465 -3.292 -0.798
N -0.037 -2.033 -0.938
C -0.640 -1.995 -2.116
H -0.812 -4.538 -4.278
H -0.541 -2.870 -4.810
H -2.101 -3.332 -4.119
H 0.360 -5.029 -2.156
H 1.006 -3.587 0.079
H -1.157 -1.142 -2.514
*
```

(2)
Computed, not measured: C44H39Br2FeN6O4 as an isolated structure in a non-equilibrium geometry, with ωB97M-V with the def2-TZVPD basis set.

Calculated values
total energy = -237862.95900 eV
LUMO energy (spin up / spin down) = 1.78 / 1.78 eV
gap between HOMO and LUMO (spin up / spin down) = 3.79 / 3.79 eV

```
! RIJCOSX wB97M-V def2-TZVPD def2/J DEFGRID3
* xyz -1 1
Fe -0.269 0.534 0.076
O 3.182 -0.117 5.232
C 3.555 1.044 4.610
C 4.726 1.664 5.088
C 5.187 2.833 4.430
C 4.531 3.393 3.382
C 3.254 2.823 2.851
C 2.850 1.555 3.560
C 1.718 0.833 2.904
O 1.128 1.699 1.973
N 0.643 0.463 3.822
N -0.449 0.123 3.056
C -1.592 0.121 3.589
C -2.787 -0.125 2.774
Br -2.670 0.439 0.932
C -3.958 -0.581 3.197
C -4.231 -1.163 4.529
C -5.527 -1.091 5.048
C -5.832 -1.613 6.297
C -4.845 -2.231 7.054
C -3.560 -2.335 6.540
C -3.257 -1.815 5.288
H 2.315 -0.391 4.890
H 5.256 1.228 5.924
H 6.101 3.298 4.787
H 4.910 4.297 2.915
H 2.458 3.572 2.958
H 2.037 -0.082 2.393
H 0.451 1.245 4.447
H -1.744 0.347 4.650
H -4.801 -0.515 2.515
H -6.299 -0.609 4.458
H -6.843 -1.538 6.680
H -5.079 -2.642 8.029
H -2.789 -2.843 7.109
H -2.265 -1.953 4.876
Br 2.875 -1.050 -1.725
C 2.954 0.345 -0.423
C 4.287 0.629 0.124
C 4.422 1.634 0.974
C 3.298 2.553 1.310
C 1.920 2.040 0.853
N 1.879 0.887 -0.076
C 1.016 3.114 0.162
O 1.502 4.212 -0.115
O -0.150 2.652 -0.014
H 5.108 -0.029 -0.130
H 5.371 1.803 1.477
H 3.436 3.508 0.794
C -1.979 -0.170 -6.765
C -0.869 -1.128 -6.426
C -0.269 -1.913 -7.401
C 0.757 -2.800 -7.099
C 1.207 -2.886 -5.791
C 0.637 -2.101 -4.798
C -0.412 -1.232 -5.102
N -1.028 -0.419 -4.136
C -0.835 -0.506 -2.745
N -0.931 -1.770 -2.267
C -0.505 -2.310 -1.010
C -0.156 -1.472 0.057
C 0.335 -2.193 1.174
C 0.432 -3.579 1.239
C 0.019 -4.344 0.157
C -0.453 -3.715 -0.985
C -0.883 -4.547 -2.174
N -0.682 0.545 -2.019
C -0.443 1.766 -2.717
C 0.772 1.954 -3.376
C 1.042 3.138 -4.045
C 0.091 4.150 -4.060
C -1.115 3.960 -3.401
C -1.402 2.779 -2.721
C -2.682 2.632 -1.947
H -2.309 -0.314 -7.794
H -1.660 0.873 -6.662
H -2.835 -0.311 -6.100
H -0.624 -1.831 -8.424
H 1.204 -3.405 -7.878
H 2.019 -3.558 -5.533
H 1.016 -2.148 -3.785
H -1.232 0.520 -4.437
H -1.145 -2.447 -2.975
H 0.656 -1.637 2.044
H 0.819 -4.064 2.132
H 0.065 -5.429 0.190
H -0.844 -5.608 -1.925
H -0.234 -4.395 -3.047
H -1.910 -4.325 -2.487
H 1.511 1.159 -3.334
H 1.999 3.275 -4.536
H 0.297 5.089 -4.561
H -1.853 4.757 -3.391
H -3.478 3.236 -2.389
H -2.518 2.968 -0.919
H -3.011 1.592 -1.905
*
```

(3)
Computed, not measured: C8H22HgO8 as an isolated structure in a non-equilibrium geometry, with ωB97M-V with the def2-TZVPD basis set.

Calculated values
total energy = -29205.52108 eV
ΔE to the lowest compared entry with this formula, charge and spin = 0.000 eV
LUMO energy = 0.45 eV
gap between HOMO and LUMO = 8.98 eV

```
! RIJCOSX wB97M-V def2-TZVPD def2/J DEFGRID3
* xyz 0 1
Hg -1.797 19.234 -15.161
C -2.142 22.125 -11.918
C -2.245 20.988 -12.901
O -2.887 21.221 -13.970
O -1.665 19.921 -12.691
H -2.102 21.823 -10.871
H -2.904 22.903 -11.948
H -1.185 22.610 -12.109
C -0.715 16.764 -18.678
C -1.082 17.627 -17.471
O -0.772 18.820 -17.408
O -1.776 17.180 -16.516
H -1.428 16.853 -19.498
H -0.670 15.705 -18.425
H 0.266 17.029 -19.073
C -0.226 16.799 -13.233
O 0.011 17.701 -14.255
H -0.004 15.752 -13.442
H 0.298 17.128 -12.336
H -1.303 16.863 -13.077
H 0.944 17.660 -14.481
C -4.390 18.052 -13.075
O -3.446 17.880 -14.108
H -4.822 19.053 -13.093
H -5.263 17.400 -13.050
H -3.920 17.796 -12.126
H -3.342 16.928 -14.184
C -3.853 20.801 -17.120
O -3.592 19.566 -16.510
H -3.744 20.648 -18.193
H -4.901 21.044 -16.940
H -3.051 21.492 -16.860
H -4.312 18.974 -16.739
C 0.241 21.915 -16.135
O 0.013 20.806 -15.234
H 1.178 21.796 -16.679
H -0.565 21.990 -16.864
H 0.182 22.823 -15.535
H 0.692 20.895 -14.560
*
```

(4)
Computed, not measured: C23H24ClNO4S as an isolated structure in a non-equilibrium geometry, with ωB97M-V with the def2-TZVPD basis set.

Calculated values
total energy = -57259.32728 eV
ΔE to the lowest compared entry with this formula, charge and spin = 18.762 eV
LUMO energy = -0.20 eV
gap between HOMO and LUMO = 8.02 eV

```
! RIJCOSX wB97M-V def2-TZVPD def2/J DEFGRID3
* xyz 0 1
C -5.273 -2.409 0.212
C -3.699 -2.661 -0.192
O -3.141 -1.549 -1.045
C -3.038 -0.422 -0.548
C -3.104 -0.207 0.669
C -2.925 1.192 1.245
C -2.660 2.129 0.421
C -2.548 1.906 -1.208
C -2.841 0.613 -1.566
H -2.715 0.255 -2.520
H -2.340 2.821 -1.818
C -2.287 3.748 0.562
H -2.187 4.116 -0.327
H -2.858 4.136 1.442
C -0.760 3.648 1.128
N -0.014 2.579 0.814
C 0.706 2.566 -0.469
O 0.964 3.729 -0.943
C 1.012 1.525 -1.216
C 1.554 1.097 -2.167
C 1.342 -0.346 -2.523
C 0.481 -0.636 -1.231
C 0.022 -1.914 -0.910
H 0.608 -2.820 -1.037
H -0.964 -2.022 -1.642
S -0.196 -1.916 0.859
O -0.967 -3.364 1.209
C 1.527 -2.073 1.378
C 2.214 -1.041 1.325
C 2.061 0.079 2.066
C 2.729 1.411 1.767
C 3.668 1.362 0.717
C 4.016 0.327 0.076
C 3.263 -1.022 0.220
Cl 3.645 -2.312 -0.766
H 4.787 0.543 -0.670
H 4.264 2.315 0.519
H 2.489 2.176 2.699
H 1.240 0.090 2.766
H 1.757 -2.966 0.961
H 1.474 -2.564 2.626
O 0.166 0.401 -0.370
H 1.680 -1.011 -3.178
H 2.097 1.558 -2.895
H -0.350 1.740 0.861
H -0.105 4.551 1.028
H -0.698 3.403 2.380
H -2.772 1.394 2.280
H -3.319 -0.667 1.482
H -3.392 -2.704 0.775
H -3.718 -3.515 -0.830
H -5.869 -2.287 -0.847
H -5.522 -3.179 0.612
H -5.389 -1.573 0.791
*
```